[1]
ORCA calculation (ωB97M-V/def2-TZVPD) on a cluster of 5 separate species, C43H84FN8O14P in total.

Element x y z (Å)
C  2.152  -1.158  5.316
C  1.152  -0.294  4.460
O  0.018  -0.181  4.829
N  1.725  0.304  3.246
C  1.568  -0.539  2.089
C  2.181  -0.189  0.684
O  0.963  -1.586  2.205
C  1.290  1.671  3.018
C  2.285  2.724  3.280
P  3.997  2.312  3.921
N  3.852  2.003  5.659
O  4.569  0.842  3.331
C  1.939  4.165  3.036
C  3.044  5.244  3.291
C  3.003  5.848  4.744
O  1.678  6.314  5.116
C  1.141  5.593  6.175
O  0.048  5.119  6.034
C  0.602  4.476  2.576
C  0.209  5.979  2.349
C  -0.040  6.352  0.826
C  1.047  7.442  0.411
F  -0.040  5.252  -0.050
C  -0.448  3.435  2.298
N  -1.670  3.898  1.824
C  -2.480  2.838  1.618
C  -3.904  3.154  1.030
C  -2.165  1.402  1.888
O  -3.124  0.436  1.647
N  -0.978  0.999  2.352
C  -0.081  2.041  2.545
H  2.900  -0.466  5.804
H  2.756  -1.844  4.654
H  1.636  -1.729  6.123
H  2.806  0.750  0.714
H  1.363  -0.007  -0.071
H  2.764  -1.063  0.280
H  4.654  1.425  5.944
H  3.927  2.901  6.142
H  4.612  0.828  2.361
H  2.838  6.106  2.591
H  4.057  4.864  2.997
H  3.669  6.774  4.734
H  3.312  5.112  5.542
H  1.660  5.466  7.168
H  -0.758  6.179  2.898
H  0.949  6.677  2.824
H  -1.025  6.898  0.772
H  0.560  8.094  -0.368
H  1.274  8.129  1.272
H  2.002  6.975  0.056
H  -4.636  2.334  1.260
H  -4.261  4.166  1.349
H  -3.849  3.192  -0.100
H  -3.198  0.232  0.695
C  -5.635  -1.001  0.493
O  -4.608  -1.669  -0.229
C  -3.763  -2.497  0.582
C  -4.075  -3.978  0.388
N  -5.355  -4.347  0.983
C  -5.891  -5.638  0.542
C  -6.061  -5.900  -0.963
O  -7.108  -5.169  -1.585
C  -6.807  -3.810  -1.851
H  -6.026  -0.203  -0.141
H  -6.463  -1.676  0.723
H  -5.255  -0.556  1.415
H  -3.794  -2.207  1.635
H  -2.743  -2.323  0.227
H  -3.281  -4.572  0.851
H  -4.055  -4.168  -0.689
H  -6.043  -3.638  0.767
H  -6.874  -5.744  1.008
H  -5.259  -6.429  0.960
H  -6.346  -6.951  -1.068
H  -5.126  -5.790  -1.523
H  -5.772  -3.670  -2.170
H  -7.033  -3.198  -0.977
H  -7.461  -3.471  -2.656
C  4.073  14.016  4.441
O  5.086  13.343  3.715
C  5.912  12.495  4.512
C  5.576  11.021  4.298
N  4.288  10.666  4.885
C  3.730  9.392  4.426
C  3.558  9.157  2.918
O  2.528  9.918  2.307
C  2.855  11.276  2.062
H  3.699  14.828  3.816
H  3.231  13.354  4.661
H  4.458  14.444  5.371
H  5.881  12.771  5.570
H  6.936  12.659  4.162
H  6.359  10.407  4.755
H  5.596  10.845  3.218
H  3.614  11.391  4.676
H  2.744  9.299  4.890
H  4.345  8.583  4.834
H  3.252  8.114  2.795
H  4.496  9.257  2.361
H  3.892  11.403  1.746
H  2.639  11.879  2.945
H  2.208  11.640  1.262
C  -0.423  -1.595  -2.134
O  0.550  -2.475  -1.600
C  0.043  -3.375  -0.610
C  -0.106  -4.789  -1.164
N  -1.207  -4.888  -2.117
C  -1.199  -6.093  -2.953
C  0.058  -6.428  -3.769
O  0.299  -5.568  -4.875
C  0.847  -4.305  -4.538
H  0.104  -0.787  -2.646
H  -1.055  -2.097  -2.871
H  -1.047  -1.159  -1.348
H  -0.886  -3.010  -0.164
H  0.796  -3.402  0.182
H  -0.289  -5.479  -0.334
H  0.853  -5.055  -1.620
H  -1.190  -4.085  -2.733
H  -2.030  -5.991  -3.656
H  -1.433  -6.951  -2.313
H  -0.107  -7.417  -4.206
H  0.956  -6.525  -3.149
H  1.572  -4.372  -3.725
H  0.049  -3.603  -4.294
H  1.359  -3.913  -5.420
C  -1.630  -9.266  -10.035
O  -2.058  -10.474  -9.430
C  -1.080  -11.514  -9.443
C  -0.454  -11.713  -8.065
N  0.426  -10.608  -7.702
C  0.779  -10.538  -6.282
C  -0.343  -10.510  -5.233
O  -1.087  -9.300  -5.184
C  -2.042  -9.150  -6.222
H  -2.515  -8.658  -10.225
H  -0.973  -8.697  -9.372
H  -1.124  -9.448  -10.987
H  -0.323  -11.353  -10.216
H  -1.620  -12.430  -9.701
H  0.124  -12.643  -8.068
H  -1.278  -11.829  -7.355
H  -0.015  -9.733  -7.953
H  1.374  -9.629  -6.152
H  1.442  -11.380  -6.055
H  0.140  -10.587  -4.254
H  -1.013  -11.373  -5.301
H  -2.536  -10.092  -6.470
H  -1.573  -8.710  -7.102
H  -2.803  -8.445  -5.880

As for the orbital gap: 0.268 Eh. As for the spin multiplicity: 1. The HOMO energy comes out at -7.9207 eV. Its structure (SMILES) is CC(=O)N(C(C)=O)c1c(P(N)O)c(CCOC=O)c(C[C@@H](C)F)c2nc(C)c(O)nc12.COCCNCCOC.COCCNCCOC.COCCNCCOC.COCCNCCOC. The LUMO energy is -0.6 eV. The total energy is -3621.18168 Ha.


[2]
ORCA calculation (ωB97M-V/def2-TZVPD) on a cluster of 8 separate species, C43H86ClO11PSi in total.

Element x y z (Å)
C  -7.897  -1.076  -2.041
C  -8.440  -1.702  -3.451
C  -7.297  -2.294  -4.456
C  -5.861  -2.667  -3.769
C  -5.819  -4.112  -2.996
C  -4.387  -4.904  -3.070
C  -3.122  -4.117  -2.373
C  -2.201  -5.119  -1.418
C  -1.204  -4.321  -0.388
C  0.350  -4.177  -0.902
C  1.283  -5.506  -0.656
C  1.735  -5.753  0.902
C  3.348  -5.413  1.184
C  3.529  -3.916  1.837
Si  5.337  -3.254  1.868
C  5.662  -2.191  0.275
C  6.747  -2.901  -0.768
C  7.094  -1.861  -2.023
C  8.631  -1.264  -1.964
O  9.655  -2.129  -1.923
O  8.981  0.183  -2.006
C  8.854  0.804  -0.678
C  7.435  1.639  -0.642
C  5.487  -2.082  3.435
C  6.911  -1.235  3.457
O  7.061  -0.062  2.785
Cl  8.404  -1.807  4.450
P  6.873  -4.828  2.171
O  6.287  -6.141  2.885
H  -8.704  -0.301  -1.625
H  -6.924  -0.427  -2.250
H  -7.719  -1.870  -1.195
H  -8.975  -0.806  -4.031
H  -9.304  -2.471  -3.175
H  -7.793  -3.208  -5.035
H  -7.088  -1.464  -5.285
H  -5.418  -1.827  -3.061
H  -5.077  -2.749  -4.666
H  -6.177  -4.046  -1.859
H  -6.624  -4.823  -3.517
H  -4.131  -5.070  -4.220
H  -4.501  -5.941  -2.496
H  -3.417  -3.113  -1.846
H  -2.399  -3.808  -3.272
H  -1.600  -5.848  -2.121
H  -2.961  -5.754  -0.758
H  -1.190  -4.869  0.661
H  -1.601  -3.221  -0.158
H  0.335  -3.984  -2.069
H  0.876  -3.238  -0.415
H  0.784  -6.475  -1.087
H  2.288  -5.318  -1.271
H  1.638  -6.925  1.101
H  1.030  -5.245  1.703
H  3.920  -5.563  0.156
H  3.830  -6.206  1.927
H  2.791  -3.199  1.238
H  3.096  -3.971  2.935
H  6.124  -1.138  0.590
H  4.620  -2.002  -0.249
H  6.222  -3.842  -1.242
H  7.725  -3.248  -0.201
H  6.976  -2.452  -3.046
H  6.327  -0.960  -2.088
H  8.781  -0.057  0.113
H  9.783  1.460  -0.395
H  7.483  2.447  -1.503
H  7.222  2.159  0.399
H  6.568  0.876  -0.928
H  4.565  -1.371  3.560
H  5.527  -2.804  4.382
H  7.543  -5.202  0.938
H  7.892  -4.244  3.054
C  8.911  5.688  1.680
C  7.525  5.151  1.921
O  6.592  5.433  1.171
C  7.326  4.257  3.116
H  8.905  6.318  0.784
H  9.228  6.294  2.531
H  9.607  4.860  1.521
H  7.573  4.800  4.031
H  7.952  3.366  3.021
H  6.277  3.946  3.165
C  3.516  2.783  1.431
C  2.090  2.800  1.912
O  1.200  2.219  1.292
C  1.795  3.554  3.181
H  3.580  2.201  0.505
H  3.852  3.803  1.227
H  4.157  2.315  2.182
H  2.053  4.608  3.055
H  2.358  3.120  4.010
H  0.726  3.480  3.406
C  -10.369  -1.920  1.454
C  -11.239  -2.074  0.235
O  -10.837  -2.665  -0.766
C  -12.620  -1.478  0.289
H  -9.401  -2.400  1.272
H  -10.201  -0.860  1.659
H  -10.842  -2.404  2.312
H  -12.552  -0.398  0.442
H  -13.194  -1.942  1.095
H  -13.133  -1.666  -0.660
C  -9.034  3.121  -4.521
C  -8.629  2.061  -5.511
O  -8.159  0.987  -5.140
C  -8.822  2.366  -6.972
H  -8.838  2.762  -3.505
H  -8.450  4.029  -4.690
H  -10.102  3.331  -4.618
H  -8.229  3.241  -7.250
H  -9.881  2.543  -7.178
H  -8.487  1.512  -7.569
C  11.865  7.308  4.977
C  10.439  7.324  5.458
O  9.549  6.744  4.838
C  10.144  8.079  6.727
H  11.929  6.726  4.051
H  12.201  8.328  4.773
H  12.506  6.840  5.729
H  10.402  9.133  6.601
H  10.707  7.645  7.557
H  9.075  8.004  6.952
C  -6.896  4.300  -1.229
C  -8.322  4.316  -0.748
O  -9.212  3.736  -1.367
C  -8.618  5.070  0.521
H  -6.832  3.718  -2.155
H  -6.561  5.320  -1.433
H  -6.256  3.831  -0.477
H  -8.359  6.125  0.396
H  -8.054  4.637  1.351
H  -9.687  4.996  0.747
C  -3.669  -0.645  0.187
C  -3.190  0.728  0.579
O  -3.974  1.587  0.979
C  -1.716  1.008  0.462
H  -4.754  -0.703  0.323
H  -3.437  -0.833  -0.864
H  -3.197  -1.398  0.822
H  -1.397  0.893  -0.577
H  -1.156  0.328  1.110
H  -1.516  2.037  0.779

As for the orbital gap: 0.319 Eh. As for the spin multiplicity: 1. The HOMO energy comes out at -9.3436 eV. Its structure (SMILES) is CCCCCCCCCCCCCC[Si@@](CCCC(=O)OCC)(CC(=O)Cl)[PH2]=O.CC(C)=O.CC(C)=O.CC(C)=O.CC(C)=O.CC(C)=O.CC(C)=O.CC(C)=O. The LUMO energy is -0.7 eV. The total energy is -3608.26933 Ha.


[3]
ORCA calculation (ωB97M-V/def2-TZVPD) on a structure of composition C43H87BCl37IN3O3.

Element x y z (Å)
C  3.429  -1.949  1.932
C  2.590  -3.222  1.659
C  3.320  -4.284  0.805
C  2.740  -4.506  -0.610
C  2.276  -3.245  -1.361
C  3.401  -2.181  -1.563
C  2.860  -0.743  -1.303
C  3.954  0.323  -1.520
C  3.794  1.617  -0.689
C  2.797  2.566  -1.354
C  2.308  3.679  -0.391
C  1.087  3.184  0.446
C  -0.256  3.885  0.180
C  -0.836  3.670  -1.226
C  -0.909  2.183  -1.670
C  -2.353  1.697  -1.636
C  -2.683  0.532  -2.613
N  -1.514  0.069  -3.335
O  -3.235  -0.609  -1.987
C  -4.429  -0.316  -1.282
C  -4.898  -1.647  -0.706
C  -3.969  -2.296  0.296
O  -3.936  -2.080  1.463
I  -2.620  -3.788  -0.548
C  -4.285  0.885  -0.308
Cl  -5.305  2.225  -1.066
B  -5.021  0.861  1.123
O  -4.467  1.763  2.050
N  -6.167  0.103  1.506
C  -6.430  0.218  2.951
C  -7.403  0.413  0.772
N  -2.896  1.442  -0.259
C  -1.940  0.810  0.700
C  -1.165  -0.431  0.256
H  4.233  -1.880  1.200
H  2.806  -1.056  1.870
H  3.865  -1.968  2.929
H  1.609  -2.969  1.260
H  2.419  -3.680  2.636
H  4.387  -4.062  0.788
H  3.214  -5.231  1.335
H  3.458  -5.085  -1.186
H  1.854  -5.142  -0.485
H  1.909  -3.561  -2.413
H  1.406  -2.795  -0.877
H  4.296  -2.411  -0.909
H  3.717  -2.244  -2.588
H  2.079  -0.572  -2.054
H  2.398  -0.646  -0.319
H  3.877  0.645  -2.565
H  4.950  -0.091  -1.407
H  3.520  1.381  0.343
H  4.796  2.052  -0.658
H  3.321  3.065  -2.173
H  1.958  1.967  -1.712
H  3.134  3.838  0.306
H  2.142  4.621  -0.916
H  1.324  3.386  1.493
H  1.046  2.095  0.365
H  -0.124  4.964  0.334
H  -1.020  3.596  0.912
H  -1.809  4.158  -1.335
H  -0.183  4.209  -1.916
H  -0.582  2.195  -2.706
H  -0.185  1.574  -1.141
H  -2.867  2.543  -2.084
H  -3.432  0.869  -3.343
H  -1.385  0.668  -4.144
H  -1.746  -0.840  -3.729
H  -5.151  -0.074  -2.068
H  -4.946  -2.333  -1.553
H  -5.917  -1.623  -0.328
H  -4.894  2.626  1.940
H  -5.555  -0.069  3.528
H  -6.756  1.235  3.173
H  -7.235  -0.464  3.230
H  -7.822  1.395  1.007
H  -8.164  -0.335  1.004
H  -7.224  0.323  -0.299
H  -3.055  2.389  0.101
H  -1.196  1.568  0.929
H  -2.356  0.595  1.681
H  -0.167  -0.330  0.690
H  -1.010  -0.535  -0.814
H  -1.554  -1.339  0.702
C  0.930  -4.970  -4.300
Cl  2.310  -4.350  -3.322
Cl  -0.464  -3.878  -4.258
H  1.242  -5.084  -5.333
H  0.628  -5.927  -3.893
C  6.325  -6.435  2.860
Cl  4.643  -6.128  3.316
Cl  6.664  -5.900  1.205
H  6.975  -5.896  3.545
H  6.512  -7.501  2.925
C  -4.320  -2.048  -6.468
Cl  -5.231  -0.607  -5.991
Cl  -3.315  -2.690  -5.160
H  -5.022  -2.818  -6.758
H  -3.678  -1.791  -7.301
C  2.564  8.197  -1.096
Cl  3.126  7.686  -2.688
Cl  1.237  7.172  -0.529
H  3.384  8.126  -0.395
H  2.214  9.222  -1.157
C  -3.907  4.247  4.279
Cl  -2.454  4.697  5.173
Cl  -3.922  4.962  2.652
H  -3.940  3.168  4.185
H  -4.774  4.599  4.821
C  1.597  -8.682  2.320
Cl  3.030  -8.637  1.287
Cl  2.014  -8.923  4.019
H  1.071  -7.739  2.222
H  0.964  -9.500  1.998
C  -4.334  -3.751  4.737
Cl  -5.865  -3.454  5.575
Cl  -2.953  -3.521  5.817
H  -4.328  -4.773  4.376
H  -4.255  -3.065  3.900
C  -2.109  6.147  8.585
Cl  -0.587  6.598  9.360
Cl  -3.423  7.242  9.029
H  -1.979  6.185  7.510
H  -2.374  5.143  8.894
C  -7.200  2.533  6.009
Cl  -5.750  2.984  6.911
Cl  -7.203  3.254  4.390
H  -7.228  1.453  5.911
H  -8.074  2.883  6.545
C  6.411  -2.470  -1.782
Cl  7.570  -2.431  -3.116
Cl  5.059  -3.542  -2.120
H  6.918  -2.820  -0.890
H  6.029  -1.469  -1.627
C  -0.480  8.447  -3.738
Cl  0.457  8.778  -5.196
Cl  -1.897  7.439  -4.075
H  0.153  7.925  -3.030
H  -0.817  9.388  -3.319
C  5.900  5.063  -1.284
Cl  5.294  6.357  -0.240
Cl  7.042  4.020  -0.434
H  5.059  4.465  -1.615
H  6.401  5.511  -2.134
C  10.100  -5.285  4.568
Cl  8.469  -5.589  5.192
Cl  10.124  -5.264  2.804
H  10.437  -4.325  4.934
H  10.757  -6.072  4.919
C  -4.613  -6.165  -7.620
Cl  -3.309  -5.460  -6.652
Cl  -6.058  -5.143  -7.635
H  -4.264  -6.286  -8.639
H  -4.877  -7.127  -7.199
C  12.256  -1.356  4.033
Cl  10.659  -1.163  3.301
Cl  12.699  -3.062  4.184
H  12.990  -0.863  3.408
H  12.243  -0.912  5.020
C  -7.052  8.405  9.511
Cl  -8.609  8.834  8.795
Cl  -6.920  6.667  9.804
H  -6.263  8.703  8.831
H  -6.948  8.924  10.456
C  5.409  -3.538  -6.841
Cl  6.183  -4.344  -8.208
Cl  4.017  -4.451  -6.240
H  6.130  -3.444  -6.036
H  5.070  -2.560  -7.158
C  -6.240  0.174  -9.445
Cl  -7.678  0.449  -10.427
Cl  -6.125  -1.507  -8.905
H  -5.362  0.409  -10.035
H  -6.286  0.813  -8.570

As for the orbital gap: 0.236 Eh. As for the spin multiplicity: 1. The HOMO energy comes out at -8.8940 eV. The LUMO energy is -2.5 eV. The total energy is -19429.70613 Ha. Its total charge is +1.